# 1
98
Properties=species:S:1:pos:R:3 method="wB97M-V/def2-TZVPD" e_above_lowest_kcal_mol=127.8 multiplicity=1 charge=+1 homo_energy_ev=-11.7 e_lumo_ev=-2.5
C -5.50 0.35 2.84
C -4.62 -1.00 2.53
C -3.72 -0.89 1.12
Br -4.59 0.51 0.01
C -2.19 -0.58 1.61
C -2.01 0.87 2.39
N -1.94 2.06 1.45
C -0.93 1.88 0.34
C -1.08 0.45 -0.45
N -1.11 -0.70 0.57
C -1.02 -2.02 -0.15
C 0.16 -3.03 0.42
C 1.69 -2.48 0.07
C -0.03 -3.46 2.00
H -4.88 1.36 2.81
H -5.85 0.25 3.98
H -6.52 0.42 2.23
H -3.86 -1.12 3.44
H -5.27 -1.98 2.54
H -3.89 -1.92 0.59
H -1.93 -1.40 2.44
H -0.95 0.80 2.92
H -2.79 1.00 3.28
H -1.84 2.97 1.96
H 0.14 1.86 0.87
H -0.88 2.83 -0.39
H -1.94 0.40 -1.24
H -0.07 0.30 -1.06
H -0.19 -0.59 1.09
H -0.71 -1.78 -1.28
H -2.00 -2.65 -0.21
H 0.05 -4.05 -0.21
H 2.49 -3.35 0.13
H 1.96 -1.55 0.72
H 1.65 -2.16 -1.08
H 0.57 -2.76 2.72
H -1.16 -3.58 2.33
H 0.44 -4.55 2.11
C 4.65 -0.54 -1.99
O 3.34 -0.16 -1.61
H 4.95 -1.40 -1.39
H 4.66 -0.80 -3.05
H 5.34 0.29 -1.80
H 3.09 0.61 -2.16
C -3.69 -2.44 -3.08
O -3.84 -3.23 -1.91
H -3.26 -3.06 -3.87
H -4.66 -2.07 -3.40
H -3.01 -1.61 -2.87
H -4.23 -2.66 -1.23
C 7.81 0.87 0.11
O 7.67 0.08 -1.05
H 7.21 1.77 0.01
H 7.47 0.30 0.98
H 8.86 1.15 0.24
H 8.22 -0.72 -0.93
C -0.94 1.68 -4.26
O 0.12 2.04 -3.39
H -0.51 1.29 -5.19
H -1.55 0.90 -3.80
H -1.55 2.56 -4.48
H -0.29 2.38 -2.57
C -1.69 -1.59 -6.79
O -2.64 -0.92 -5.97
H -0.96 -2.09 -6.15
H -2.20 -2.33 -7.41
H -1.17 -0.86 -7.42
H -3.27 -0.49 -6.57
C -6.48 -1.38 6.67
O -5.63 -1.90 5.67
H -7.49 -1.27 6.26
H -6.51 -2.07 7.52
H -6.12 -0.40 7.00
H -4.74 -1.99 6.07
C -0.94 5.81 -3.22
O -1.09 5.03 -4.38
H -1.55 6.72 -3.32
H -1.28 5.25 -2.35
H 0.11 6.09 -3.09
H -0.54 4.23 -4.26
C 4.15 0.29 1.73
O 5.22 -0.44 1.16
H 4.56 1.01 2.44
H 3.61 0.83 0.94
H 3.47 -0.39 2.25
H 4.82 -1.07 0.53
C 0.02 -1.49 5.37
O -0.93 -0.83 6.19
H 0.75 -2.00 6.01
H -0.49 -2.23 4.75
H 0.53 -0.77 4.74
H -1.56 -0.39 5.60
C 8.38 3.75 -2.19
O 7.43 4.41 -1.37
H 9.11 3.24 -1.55
H 7.87 3.01 -2.81
H 8.89 4.47 -2.82
H 6.80 4.85 -1.97

***

# 2
98
Properties=species:S:1:pos:R:3 method="wB97M-V/def2-TZVPD" smiles=COC[C@H](C)N.COC[C@H](C)N.COC[C@H](C)N.COC[C@H](C)N.CO.CO.CO.CO.CO e_above_lowest_kcal_mol=80.7 multiplicity=1 homo_energy_ev=-9.3 e_lumo_ev=0.2
C 6.80 8.14 -3.50
O 5.67 7.31 -3.30
C 6.00 5.94 -3.20
C 4.84 5.08 -2.73
C 4.40 5.35 -1.24
N 5.00 3.69 -3.00
H 7.41 8.38 -2.63
H 6.52 9.09 -3.96
H 7.49 7.67 -4.20
H 6.39 5.58 -4.16
H 6.76 5.79 -2.44
H 4.06 5.38 -3.43
H 3.47 4.81 -1.03
H 4.28 6.42 -1.10
H 5.14 4.96 -0.55
H 5.23 3.66 -3.98
H 4.09 3.25 -3.04
C -10.19 2.26 -6.50
O -9.15 1.29 -6.33
C -8.54 1.38 -5.03
C -7.11 0.73 -4.93
C -5.99 1.54 -5.61
N -7.00 -0.66 -5.36
H -11.01 2.20 -5.77
H -10.61 2.01 -7.47
H -9.82 3.28 -6.58
H -8.46 2.41 -4.68
H -9.21 0.85 -4.36
H -6.90 0.77 -3.86
H -5.01 1.12 -5.39
H -6.00 2.57 -5.27
H -6.04 1.60 -6.70
H -7.46 -0.80 -6.25
H -7.67 -1.17 -4.81
C 0.09 0.52 6.21
O 1.14 -0.22 6.79
C 2.07 0.67 7.51
C 3.22 -0.11 8.19
C 2.65 -0.91 9.34
N 4.15 0.89 8.71
H -0.49 -0.08 5.52
H 0.42 1.48 5.81
H -0.60 0.89 6.97
H 2.48 1.28 6.70
H 1.53 1.39 8.13
H 3.72 -0.72 7.43
H 2.00 -1.70 8.98
H 2.10 -0.37 10.11
H 3.49 -1.43 9.80
H 4.67 1.26 7.93
H 4.86 0.37 9.22
C 3.85 -3.10 3.06
O 4.60 -4.05 3.89
C 4.37 -5.37 3.49
C 5.06 -6.33 4.41
C 4.39 -6.18 5.85
N 6.51 -6.11 4.47
H 3.96 -2.06 3.38
H 2.79 -3.22 3.30
H 4.05 -3.12 1.99
H 3.30 -5.58 3.39
H 4.80 -5.47 2.49
H 4.85 -7.37 4.15
H 3.32 -6.37 5.80
H 4.52 -5.15 6.17
H 4.78 -6.89 6.58
H 6.95 -6.47 3.64
H 6.56 -5.12 4.29
C -6.02 -1.91 0.91
O -6.44 -0.67 1.37
H -5.16 -2.22 1.51
H -6.83 -2.62 1.06
H -5.74 -1.87 -0.15
H -6.64 -0.67 2.31
C -1.50 5.90 -3.72
O -1.94 7.22 -3.86
H -2.26 5.42 -3.10
H -1.39 5.42 -4.69
H -0.54 5.72 -3.24
H -1.23 7.76 -4.22
C -1.66 -3.61 -6.16
O -2.08 -3.04 -4.89
H -2.13 -4.57 -6.37
H -1.94 -2.91 -6.95
H -0.58 -3.70 -6.27
H -2.99 -2.76 -5.05
C -0.57 0.10 -0.63
O 0.06 -0.02 -1.88
H -0.91 -0.92 -0.43
H -0.04 0.52 0.22
H -1.50 0.65 -0.79
H -0.46 -0.69 -2.33
C -1.89 -7.18 -0.47
O -3.14 -7.83 -0.66
H -1.42 -7.43 0.48
H -1.14 -7.53 -1.19
H -2.09 -6.12 -0.63
H -3.41 -7.52 -1.53

***

# 3
98
Properties=species:S:1:pos:R:3 method="wB97M-V/def2-TZVPD" smiles=COC[C@H](C)N.COC[C@H](C)N.COC[C@H](C)N.COC[C@H](C)N.CO.CO.CO.CO.CO e_above_lowest_kcal_mol=113.6 multiplicity=1 homo_energy_ev=-9.2 e_lumo_ev=0.2
C 1.36 2.23 1.41
O 2.27 1.16 1.14
C 1.62 0.12 0.48
C 2.88 -0.68 0.07
C 2.50 -2.04 -0.61
N 3.56 -1.02 1.33
H 1.72 3.13 1.90
H 0.54 1.85 2.02
H 0.94 2.56 0.46
H 1.02 -0.49 1.15
H 1.09 0.42 -0.43
H 3.55 -0.12 -0.58
H 3.26 -2.27 -1.35
H 1.56 -1.92 -1.13
H 2.48 -2.88 0.09
H 2.93 -1.69 1.76
H 3.48 -0.17 1.87
C -2.98 2.52 6.88
O -3.89 1.63 7.63
C -4.91 1.03 6.81
C -6.17 1.95 6.70
C -6.66 2.39 8.09
N -7.22 1.30 5.98
H -2.57 3.14 7.68
H -3.29 3.23 6.11
H -2.19 1.89 6.47
H -4.49 0.79 5.84
H -5.14 0.08 7.30
H -6.05 2.92 6.20
H -5.93 2.70 8.84
H -7.14 1.49 8.49
H -7.42 3.17 8.17
H -7.28 0.49 6.58
H -6.88 1.00 5.08
C -3.21 2.97 -4.50
O -3.31 1.71 -5.07
C -2.15 1.34 -5.66
C -1.74 -0.14 -5.38
C -0.43 -0.60 -5.94
N -2.70 -1.11 -5.84
H -2.55 3.11 -3.63
H -4.12 3.34 -4.03
H -2.85 3.71 -5.20
H -2.15 1.58 -6.73
H -1.25 1.88 -5.37
H -1.63 -0.39 -4.33
H 0.38 -0.11 -5.42
H -0.35 -0.46 -7.02
H -0.37 -1.67 -5.74
H -3.59 -0.99 -5.38
H -2.35 -1.94 -5.39
C -2.01 -8.30 -5.98
O -2.21 -7.83 -4.60
C -2.83 -8.75 -3.71
C -3.02 -8.15 -2.30
C -1.75 -7.75 -1.60
N -3.83 -9.12 -1.43
H -1.36 -9.17 -5.92
H -1.52 -7.54 -6.58
H -2.83 -8.62 -6.62
H -3.71 -9.20 -4.17
H -2.10 -9.57 -3.64
H -3.73 -7.33 -2.41
H -1.01 -8.54 -1.71
H -1.96 -7.63 -0.54
H -1.35 -6.82 -2.01
H -3.17 -9.75 -1.00
H -4.47 -9.69 -1.97
C 1.82 8.58 -0.04
O 0.98 8.19 -1.14
H 1.25 8.96 0.81
H 2.30 7.67 0.34
H 2.57 9.35 -0.20
H 1.31 7.54 -1.77
C 7.15 -6.34 0.97
O 7.42 -7.71 1.10
H 7.87 -5.78 0.37
H 6.14 -6.11 0.62
H 7.21 -5.95 1.99
H 6.61 -8.21 1.22
C 3.53 4.07 -3.48
O 2.56 4.92 -4.07
H 4.48 4.38 -3.92
H 3.48 4.27 -2.41
H 3.49 3.02 -3.78
H 2.93 5.06 -4.94
C 8.72 1.98 -0.74
O 9.09 2.46 -2.03
H 7.74 2.41 -0.58
H 8.61 0.89 -0.81
H 9.35 2.19 0.13
H 8.93 3.41 -2.05
C 0.96 8.76 7.46
O 0.45 8.09 6.34
H 0.72 9.83 7.42
H 0.78 8.22 8.39
H 2.05 8.69 7.45
H 0.20 8.77 5.71

***

# 4
117
Properties=species:S:1:pos:R:3 method="wB97M-V/def2-TZVPD" smiles="COC[C@H](C)N.COC[C@H](C)N.COC[C@H](C)N.NC(N)=O.NC(N)=O.NC(N)=O.NC(N)=O.NC(N)=O.NC(N)=O.NC(N)=O.OCCO" e_above_lowest_kcal_mol=0.0 multiplicity=1 homo_energy_ev=-8.6 e_lumo_ev=0.4
C -7.92 0.84 -0.77
O -6.85 0.47 0.07
C -5.88 1.52 0.30
C -4.86 0.99 1.39
C -3.85 2.07 1.87
N -4.07 -0.14 0.82
H -8.32 1.83 -0.62
H -8.68 0.03 -0.69
H -7.60 0.85 -1.76
H -5.41 1.82 -0.69
H -6.39 2.40 0.75
H -5.48 0.57 2.23
H -3.29 1.54 2.63
H -4.33 2.90 2.40
H -3.23 2.49 1.04
H -4.80 -0.81 0.45
H -3.58 0.18 0.03
C 6.42 3.04 -2.22
O 5.54 3.01 -1.11
C 5.61 1.72 -0.55
C 4.81 1.64 0.79
C 4.54 0.19 1.10
N 3.62 2.44 0.67
H 6.09 2.47 -3.13
H 7.38 2.57 -2.00
H 6.73 4.06 -2.49
H 5.17 1.00 -1.24
H 6.61 1.29 -0.45
H 5.35 2.06 1.58
H 5.48 -0.37 1.17
H 3.88 -0.20 0.23
H 3.98 0.08 2.03
H 3.88 3.45 0.62
H 3.06 2.28 -0.18
C 3.49 -1.22 -2.58
O 2.34 -0.40 -2.19
C 2.22 0.76 -2.93
C 0.86 1.36 -2.71
C 0.43 2.38 -3.72
N 0.79 1.88 -1.31
H 3.45 -1.46 -3.59
H 3.45 -2.09 -1.91
H 4.42 -0.67 -2.31
H 2.95 1.53 -2.68
H 2.25 0.58 -4.04
H 0.13 0.48 -2.73
H -0.59 2.65 -3.54
H 0.51 1.88 -4.73
H 1.12 3.21 -3.61
H 1.17 2.84 -1.38
H -0.19 1.94 -1.00
N 0.65 -4.49 4.47
C -0.03 -3.32 4.21
N -1.14 -3.40 3.49
O 0.43 -2.21 4.63
H 0.91 -5.16 3.74
H 1.54 -4.32 4.96
H -1.54 -2.49 3.23
H -1.25 -4.24 2.93
N -2.95 3.62 -1.89
C -3.06 2.30 -2.20
N -4.06 1.85 -3.03
O -2.31 1.44 -1.65
H -2.18 3.83 -1.29
H -3.47 4.36 -2.26
H -4.07 0.86 -3.26
H -4.32 2.44 -3.78
N -1.46 1.42 4.51
C -0.18 1.92 4.84
N 0.68 0.93 5.24
O 0.22 3.09 4.83
H -1.52 0.43 4.28
H -2.03 2.00 3.97
H 1.60 1.24 5.55
H 0.44 -0.05 5.12
N 1.33 -3.10 -0.38
C 1.55 -3.53 0.90
N 2.38 -2.77 1.72
O 1.12 -4.59 1.32
H 0.69 -3.61 -0.98
H 1.53 -2.17 -0.62
H 2.52 -1.85 1.42
H 1.97 -2.78 2.66
N -0.34 -2.60 -3.01
C 0.54 -2.69 -4.06
N 0.81 -3.99 -4.46
O 0.96 -1.65 -4.54
H -0.60 -3.45 -2.50
H -0.47 -1.70 -2.60
H 0.19 -4.68 -4.10
H 1.01 -4.13 -5.42
N -0.97 4.65 2.27
C -0.33 3.88 1.35
N 0.84 3.36 1.79
O -0.79 3.78 0.24
H -1.85 5.06 2.04
H -0.95 4.31 3.29
H 1.21 2.64 1.22
H 1.13 3.45 2.76
N -1.45 -5.67 -0.95
C -0.52 -5.81 -1.98
N 0.74 -5.86 -1.64
O -0.89 -5.77 -3.14
H -2.33 -6.07 -1.15
H -1.10 -6.19 -0.11
H 1.02 -5.82 -0.67
H 1.44 -5.81 -2.35
O 1.41 0.03 0.90
C 0.16 0.19 1.62
C -0.81 -0.91 1.24
O -1.82 -0.89 2.25
H 1.32 0.48 0.05
H 0.49 0.23 2.64
H -0.25 1.25 1.64
H -0.31 -1.82 1.29
H -1.19 -0.72 0.25
H -2.72 -0.69 1.86

***

Quick rundown of F_max, same order as above: 0.069; 0.056; 0.066; 0.075 Eh/bohr